1.
DFT (ωB97M-V/def2-TZVPD) results for C25H31Br41FN5S as an isolated structure.

Structure (XYZ):
```
104
Properties=species:S:1:pos:R:3:forces:R:3:lowdin_charge:R:1
C -1.03722 0.03468 2.43543 0.10 -0.13 -0.68 -0.182
C -0.08405 0.11474 1.20596 -0.21 0.27 0.92 -0.682
Br -0.47084 -0.99037 -0.32255 -0.14 0.44 0.79 0.788
C 0.99246 0.91498 1.19139 -0.30 -0.35 0.12 -0.562
Br 1.31251 1.96252 2.81937 -0.23 -0.59 -0.96 0.776
C 2.00047 1.05191 0.02278 1.25 0.85 1.10 -0.371
F 2.35667 -0.17656 -0.51304 -0.25 0.21 0.38 -0.060
C 3.31320 1.53818 0.65172 -3.98 -1.18 -2.16 -0.199
N 4.26613 1.88561 1.13039 2.96 0.94 1.39 0.191
C 1.51802 2.00491 -1.16675 -0.75 -0.78 -1.20 -0.255
C 1.42026 1.08115 -2.39944 0.57 3.23 4.62 -0.197
N 1.46278 0.39302 -3.27861 -0.15 -2.39 -3.42 0.162
C 0.04676 2.51385 -0.96996 -0.61 0.34 -0.51 -0.164
C -0.45616 3.35657 -2.18362 -0.61 -0.45 0.45 -0.274
C -1.80474 4.06204 -1.87474 0.28 -0.40 0.21 -0.513
S -1.69716 5.26839 -0.47732 -0.08 0.18 -0.08 0.699
C 2.54407 3.11523 -1.57949 -0.46 0.28 -0.45 -0.054
C 2.58424 4.42025 -0.70965 1.50 1.28 0.37 -0.611
N 1.99082 4.31974 0.61054 -0.44 -0.63 -0.08 0.054
N 4.02939 4.73552 -0.51565 -0.50 -0.37 -0.14 0.039
N 2.00195 5.62987 -1.35414 -0.66 -0.78 0.17 0.073
H -0.48376 -0.44572 3.27770 -0.77 0.51 -0.78 -0.040
H -1.95641 -0.53125 2.20528 0.57 0.06 -0.03 0.071
H -1.36200 1.04606 2.75312 0.37 -0.46 -0.25 0.054
H -0.08432 3.07619 -0.03393 0.53 -0.18 -0.40 0.070
H -0.66458 1.66266 -0.92076 0.67 0.26 0.08 0.073
H -0.65112 2.64972 -3.02155 0.30 0.53 0.25 0.101
H 0.26303 4.11977 -2.50143 -0.26 -0.40 0.13 0.008
H -2.63080 3.35242 -1.68118 0.50 0.26 0.00 0.029
H -2.10853 4.65854 -2.75853 0.16 -0.09 0.63 0.076
H -1.50528 4.52535 0.65301 -0.13 -0.10 -0.82 -0.137
H 3.56933 2.70871 -1.69575 -0.63 -0.03 0.39 0.132
H 2.25933 3.42890 -2.60831 0.13 -0.28 0.55 0.093
H 1.48101 5.15271 0.88551 0.23 -0.05 -0.16 0.063
H 2.64677 4.06668 1.35732 -0.46 0.22 -0.92 -0.089
H 4.00943 5.65478 -0.07113 0.30 -0.14 -0.28 0.036
H 4.48848 4.82933 -1.42181 -0.09 0.10 0.16 0.076
H 1.01585 5.72154 -1.09370 0.17 -0.05 -0.31 0.024
H 2.06228 5.55365 -2.37103 0.02 0.07 0.49 -0.036
C 1.45994 -3.13264 3.12004 0.08 0.02 -0.01 -1.537
Br -0.31808 -3.88765 3.05607 0.19 0.12 -0.03 0.560
Br 2.21410 -2.88984 1.36187 -0.23 -0.12 0.66 0.551
Br 1.50360 -1.47434 4.09711 0.42 -0.29 0.26 0.618
H 2.08583 -3.84342 3.64706 -0.05 0.09 -0.02 -0.029
C -2.44582 -7.42692 4.87982 0.03 0.00 0.03 -1.626
Br -3.11586 -6.10013 3.64551 0.01 -0.16 0.05 0.539
Br -3.20909 -9.16719 4.53901 0.09 0.19 0.00 0.572
Br -0.51566 -7.48169 4.89607 -0.20 -0.02 -0.03 0.558
H -2.76402 -7.12821 5.87085 0.03 -0.02 -0.09 -0.030
C 4.09460 6.26204 3.59420 -0.02 -0.17 0.08 -1.592
Br 5.71263 7.02454 4.32292 -0.16 -0.05 -0.11 0.572
Br 3.15864 7.51719 2.45837 0.09 -0.11 0.05 0.578
Br 4.43495 4.59641 2.68105 0.58 0.27 0.67 0.680
H 3.44200 6.04295 4.43059 0.05 0.08 -0.07 -0.031
C -4.64309 -0.85487 -1.61606 0.05 -0.06 -0.01 -1.589
Br -3.62833 0.62754 -2.33164 -0.07 -0.12 0.07 0.591
Br -3.57056 -2.45244 -1.47804 -0.08 0.33 0.00 0.512
Br -5.47674 -0.40650 0.06793 0.12 -0.03 -0.14 0.575
H -5.43897 -1.06419 -2.32012 0.06 0.04 0.06 -0.024
C -4.31434 -6.00721 -1.96748 0.00 0.04 0.02 -1.621
Br -4.28963 -5.27542 -3.75657 0.29 0.10 0.13 0.556
Br -2.61275 -5.77429 -1.07775 -0.10 -0.02 -0.07 0.587
Br -5.77283 -5.29534 -0.92076 0.09 -0.16 -0.08 0.559
H -4.48169 -7.07368 -2.06202 0.01 0.09 0.00 -0.062
C -1.05540 2.85633 6.49054 -0.06 0.01 -0.01 -1.641
Br -1.74057 4.08139 5.16650 0.10 -0.18 -0.01 0.534
Br -1.78648 1.08188 6.27169 0.10 0.17 -0.03 0.580
Br 0.87446 2.83669 6.51342 -0.12 -0.01 -0.03 0.557
H -1.38247 3.21907 7.45837 0.01 -0.02 -0.09 -0.093
C 4.69922 -2.47606 7.25971 0.04 0.00 -0.04 -1.628
Br 2.92822 -3.24560 7.24395 0.14 0.05 0.03 0.548
Br 5.41781 -2.30749 5.47506 -0.11 0.01 0.16 0.565
Br 4.73857 -0.79580 8.21059 -0.03 -0.16 -0.13 0.567
H 5.34024 -3.16247 7.79861 -0.06 0.07 -0.04 -0.032
C -0.92253 -7.17985 -4.29653 0.05 0.10 -0.03 -1.616
Br 0.19082 -5.97343 -5.31047 -0.29 -0.28 0.15 0.535
Br -2.14464 -8.16260 -5.42461 0.17 0.01 0.04 0.573
Br 0.12440 -8.35917 -3.18238 -0.13 0.09 -0.13 0.566
H -1.52660 -6.57076 -3.63391 0.06 -0.04 -0.06 -0.115
C -5.93573 -8.65142 -4.96635 0.02 0.02 -0.04 -1.627
Br -6.78801 -7.60615 -3.58384 -0.30 -0.43 -0.15 0.583
Br -5.09532 -10.23068 -4.24199 -0.15 0.12 -0.04 0.560
Br -7.15587 -9.07598 -6.40113 0.11 0.03 0.18 0.583
H -5.14757 -8.03720 -5.38899 -0.06 -0.02 0.08 -0.082
C -3.54436 6.03622 8.36629 -0.04 0.02 -0.02 -1.607
Br -4.23496 7.26254 7.04536 0.10 -0.17 0.11 0.576
Br -4.26040 4.25566 8.13830 0.09 0.15 0.02 0.578
Br -1.61309 6.02923 8.39470 -0.13 0.03 0.06 0.582
H -3.87540 6.39034 9.33456 0.04 -0.04 -0.09 -0.030
C 3.52653 -4.14454 -3.21185 -0.02 0.07 -0.14 -1.580
Br 2.37868 -3.33056 -4.53515 0.37 -0.10 0.30 0.511
Br 3.20695 -3.35555 -1.48183 0.21 -0.19 -0.53 0.547
Br 3.36485 -6.06901 -3.17054 0.01 0.20 0.04 0.561
H 4.54831 -3.91975 -3.49179 -0.09 -0.01 0.05 -0.026
C 1.06067 4.44032 -6.24744 0.01 -0.15 -0.04 -1.584
Br 1.00722 2.56144 -5.81119 -0.01 0.56 -0.16 0.571
Br -0.35525 4.94282 -7.45992 0.13 -0.04 0.17 0.582
Br 1.05820 5.53718 -4.65371 -0.08 0.13 -0.45 0.677
H 1.99835 4.62403 -6.75735 -0.08 0.04 0.06 -0.027
C 0.89888 -1.43062 -7.79707 -0.03 0.15 0.03 -1.584
Br 0.80678 -3.36324 -7.73460 -0.08 0.28 -0.11 0.537
Br -0.49285 -0.68717 -8.91227 0.10 -0.08 0.10 0.571
Br 0.89609 -0.64753 -6.02939 -0.04 -0.54 -0.24 0.515
H 1.84514 -1.17347 -8.25680 -0.08 -0.05 0.02 -0.024
```
Positions in Å, forces in eV/Å.

As for the net charge: 0. For the strongest force on any atom, the calculation gives 0.110 hartree/bohr.


2.
DFT (ωB97M-V/def2-TZVPD) results for C25H31CrN3O3Si as an isolated structure.

Structure (XYZ):
```
64
Properties=species:S:1:pos:R:3:forces:R:3:lowdin_charge:R:1
Cr -1.28695 -1.08943 -1.75723 0.11 -0.62 0.20 0.744
C 0.82062 -1.24987 -1.77938 0.08 -0.06 -0.23 -0.322
Si 1.39201 -0.84615 -0.09737 0.06 0.07 0.13 0.580
C 0.20270 -1.69967 1.10473 -0.17 -0.10 0.02 -0.223
N -1.24076 -1.56365 0.78518 0.11 0.27 0.01 -0.206
C -1.80261 -0.33324 1.40881 0.06 -0.09 -0.02 -0.181
C -3.11790 -0.57946 2.12959 -0.09 0.00 -0.06 -0.185
C -2.94849 -1.63713 3.22052 0.04 -0.05 0.01 -0.177
C -2.20102 -2.88201 2.68298 -0.01 0.08 0.07 -0.156
C -2.00189 -2.76579 1.17951 0.02 0.07 -0.07 -0.206
C 1.48239 1.01613 0.17914 0.07 0.21 0.04 -0.242
C 2.00002 1.83329 -0.83312 -0.06 0.02 0.01 -0.116
C 2.16079 3.20266 -0.65812 -0.02 -0.06 0.01 -0.094
C 1.80078 3.79361 0.54544 -0.01 -0.03 0.01 -0.095
C 1.29779 3.00570 1.57251 0.02 -0.06 -0.04 -0.084
C 1.15261 1.63492 1.38994 0.05 0.05 -0.08 -0.092
C 3.08586 -1.52409 0.38800 0.20 -0.04 0.03 -0.225
C 3.29202 -2.90944 0.42054 0.04 0.01 -0.03 -0.103
C 4.52885 -3.45694 0.73253 -0.03 0.05 0.00 -0.093
C 5.60259 -2.62305 1.01669 -0.01 0.02 -0.01 -0.099
C 5.42902 -1.24694 0.98523 -0.07 -0.01 -0.01 -0.092
C 4.18462 -0.70639 0.67566 -0.02 -0.09 0.07 -0.089
H 1.02978 -2.31846 -1.94605 -0.06 0.06 -0.06 0.007
H 1.39260 -0.70323 -2.54001 -0.05 -0.04 0.04 -0.014
H 0.41615 -1.45420 2.15682 -0.04 -0.03 -0.02 0.093
H 0.46813 -2.75704 0.99206 -0.03 0.00 0.01 0.084
H -1.92755 0.45254 0.65891 0.08 0.00 -0.02 0.091
H -1.08661 0.06130 2.13515 0.00 -0.03 0.07 0.098
H -3.88647 -0.87992 1.41221 0.01 -0.01 0.01 0.113
H -3.45376 0.36422 2.56432 -0.01 0.00 0.01 0.115
H -3.92479 -1.91328 3.62209 0.01 0.00 -0.01 0.105
H -2.38797 -1.19409 4.04799 0.00 -0.02 0.00 0.107
H -2.75093 -3.79930 2.90030 -0.02 0.02 0.01 0.111
H -1.22883 -2.98452 3.17033 0.00 0.01 -0.01 0.104
H -2.97681 -2.73170 0.69244 -0.03 0.00 0.00 0.105
H -1.48638 -3.63139 0.76869 0.04 -0.03 0.02 0.122
H 2.29314 1.38826 -1.78035 0.00 0.01 0.05 0.100
H 2.57281 3.80739 -1.45809 -0.01 -0.01 0.01 0.101
H 1.92602 4.85970 0.68810 0.00 0.00 0.00 0.098
H 1.03024 3.45660 2.52065 0.00 -0.01 -0.01 0.101
H 0.78857 1.03874 2.21869 0.01 0.00 -0.02 0.088
H 2.47602 -3.58613 0.18290 0.00 0.03 0.00 0.097
H 4.65584 -4.53278 0.75014 0.00 0.02 0.00 0.100
H 6.56991 -3.04568 1.25942 -0.01 0.01 0.00 0.098
H 6.26264 -0.59063 1.20588 -0.02 -0.01 -0.01 0.099
H 4.07378 0.37304 0.67100 -0.04 -0.03 -0.03 0.093
O -1.75878 -3.11743 -1.84084 -0.44 -0.07 -0.05 -0.095
N -3.01906 -2.91207 -1.77659 0.29 0.60 -0.05 -0.548
O -3.82121 -3.79157 -1.70886 -0.19 -0.20 -0.01 0.111
O -3.35629 -1.66299 -1.77288 0.36 -0.40 0.02 -0.105
C -1.77238 5.16239 -2.74584 0.01 -0.02 0.01 -0.033
C -1.67912 3.67420 -2.57558 -0.04 0.13 -0.01 -0.249
C -2.61762 2.95714 -1.84478 -0.03 -0.05 0.03 0.000
C -2.46105 1.59411 -1.69004 -0.09 0.06 -0.01 -0.107
N -1.42372 0.91770 -2.19719 -0.26 0.32 0.03 -0.039
C -0.53373 1.59803 -2.92397 0.11 0.07 -0.04 -0.108
C -0.63225 2.95677 -3.13934 0.11 -0.07 -0.05 -0.008
H -2.66561 5.56600 -2.27256 0.00 -0.02 0.00 0.079
H -1.78935 5.43316 -3.80261 0.01 -0.02 0.01 0.089
H -0.89963 5.64153 -2.29838 -0.02 0.01 -0.01 0.088
H -3.46833 3.44938 -1.39156 0.02 0.00 -0.02 0.119
H -3.19425 1.00824 -1.14721 0.01 0.01 0.01 0.114
H 0.28584 1.02004 -3.32660 -0.01 0.01 0.01 0.105
H 0.12800 3.45285 -3.73055 -0.04 0.00 0.02 0.125
```
Positions in Å, forces in eV/Å.

As for the net charge: 0. For the strongest force on any atom, the calculation gives 0.013 hartree/bohr. Its expectation value of S² is 6.0227. The multiplicity is 5.


3.
DFT (ωB97M-V/def2-TZVPD) results for C25H31F4N8SV as an isolated structure.

Structure (XYZ):
```
70
Properties=species:S:1:pos:R:3:forces:R:3:lowdin_charge:R:1
V 0.55534 -0.38223 0.16270 0.08 -0.05 -0.75 0.748
C 0.29702 3.12752 2.92867 0.03 -0.03 0.00 -0.099
N 0.45018 2.62696 1.56127 0.02 0.01 0.02 -0.279
C 1.33286 3.54566 0.83656 -0.01 -0.03 0.04 -0.084
C -0.87547 2.58219 0.93240 0.04 -0.02 0.04 -0.195
C -0.86701 2.16049 -0.54096 0.01 0.05 -0.10 -0.180
N 0.19114 1.19527 -0.84834 -0.06 -0.33 0.61 -0.128
C 0.73402 1.27099 -2.13958 0.10 -0.04 0.02 -0.185
C 2.11360 1.27743 -2.32656 -0.02 0.01 -0.01 -0.159
F 2.92131 1.24525 -1.23327 0.01 0.01 0.00 0.046
C 2.69005 1.30842 -3.57910 0.06 0.00 0.04 -0.206
F 4.02340 1.30083 -3.66954 -0.01 0.00 0.00 0.109
C 1.90845 1.35146 -4.71399 -0.04 0.01 -0.01 0.103
C 0.53596 1.35257 -4.55250 0.00 -0.02 -0.03 -0.199
F -0.25823 1.37348 -5.61934 0.01 0.00 0.01 0.126
C -0.04521 1.30391 -3.29706 0.03 -0.01 0.03 -0.154
F -1.37661 1.26118 -3.19520 -0.01 0.01 0.02 0.112
H -0.06050 4.16543 2.94425 -0.01 0.00 0.01 0.100
H 1.25569 3.09752 3.45065 -0.01 0.00 -0.01 0.086
H -0.42404 2.52440 3.47858 -0.02 -0.06 0.01 0.071
H 0.90577 4.55600 0.78128 -0.01 0.01 -0.02 0.105
H 1.51693 3.18549 -0.17242 0.02 0.00 -0.01 0.067
H 2.28733 3.62423 1.36239 -0.01 -0.01 -0.02 0.088
H -1.35601 3.56982 0.99266 -0.03 0.00 -0.04 0.135
H -1.49991 1.90682 1.52143 0.03 -0.03 0.01 0.100
H -0.71156 3.04335 -1.16623 0.02 -0.01 -0.01 0.132
H -1.86049 1.78097 -0.79910 -0.01 -0.01 0.01 0.119
H 2.35248 1.38358 -5.69905 0.00 0.00 0.01 0.151
N 0.53803 -2.57646 -3.50429 -0.08 0.01 0.05 0.122
C 0.24690 -2.13966 -2.27200 0.05 -0.02 -0.15 -0.788
S 1.56268 -2.12426 -1.09021 0.09 0.06 -0.09 0.696
N -0.96820 -1.75513 -2.00573 0.08 0.00 0.18 0.058
N -1.05210 -1.31335 -0.71011 -0.10 -0.10 -0.07 -0.092
C -2.13942 -1.48054 -0.04821 -0.03 0.08 0.32 -0.145
C -3.37105 -2.09995 -0.57255 0.04 0.03 -0.06 -0.192
C -3.89219 -3.24174 0.03339 -0.03 -0.01 -0.01 -0.039
C -5.04415 -3.82477 -0.47148 0.01 0.01 0.00 -0.056
C -5.68394 -3.25802 -1.56484 -0.02 -0.01 -0.02 -0.055
C -5.16583 -2.11976 -2.16789 0.01 0.01 0.00 -0.050
C -4.00232 -1.54537 -1.68350 -0.02 -0.02 0.01 -0.019
C -2.03079 -1.04274 1.36881 -0.03 0.01 -0.21 -0.169
C -3.10181 -1.08127 2.24364 0.03 0.00 0.15 0.036
C -2.90449 -0.72070 3.57009 -0.07 -0.03 -0.06 0.003
C -1.64391 -0.32435 3.98170 0.11 0.04 -0.01 -0.023
C -0.63544 -0.26230 3.03715 -0.07 0.04 0.04 -0.127
N -0.80868 -0.60249 1.75904 -0.27 0.19 0.09 0.015
H 1.42559 -3.00326 -3.69597 0.02 0.00 0.00 0.097
H -0.21598 -2.69417 -4.16279 0.01 0.00 -0.02 0.123
H -3.39104 -3.68935 0.88386 0.01 0.01 0.00 0.123
H -5.44147 -4.72044 -0.01300 0.01 0.01 0.00 0.114
H -6.58873 -3.70716 -1.95251 0.01 0.00 0.01 0.115
H -5.66557 -1.68305 -3.02223 0.01 -0.01 0.01 0.115
H -3.57902 -0.67389 -2.16552 0.00 0.01 0.00 0.113
H -4.07212 -1.39396 1.88774 0.00 -0.01 -0.01 0.130
H -3.73019 -0.74870 4.26908 0.02 0.00 -0.01 0.130
H -1.44152 -0.03920 5.00438 -0.02 -0.01 -0.01 0.123
H 0.34272 0.11401 3.30573 0.02 0.03 0.02 0.101
N 5.39217 -0.95545 2.72061 0.00 0.03 -0.03 0.205
C 4.97623 -0.23125 1.44819 0.04 -0.04 0.08 -0.097
C 3.67195 -0.74726 0.85700 -0.01 -0.02 -0.04 -0.267
N 2.42302 -0.16747 1.38469 0.07 0.21 -0.01 -0.021
H 6.29022 -0.60231 3.06101 0.02 0.00 0.01 0.180
H 5.50480 -1.95805 2.55266 0.00 -0.03 -0.02 0.178
H 4.71915 -0.84289 3.47996 -0.03 0.02 0.01 0.171
H 5.79374 -0.39306 0.74857 -0.01 0.00 -0.02 0.145
H 4.93983 0.82833 1.69596 -0.03 0.02 -0.03 0.142
H 3.61190 -1.83671 0.92295 0.00 0.01 0.04 0.113
H 3.70645 -0.52361 -0.20657 0.00 0.01 0.01 0.083
H 2.43289 0.85530 1.33730 -0.01 0.02 0.01 0.088
H 2.25524 -0.41257 2.35531 -0.01 -0.05 0.00 0.089
```
Positions in Å, forces in eV/Å.

As for the net charge: +2. For the strongest force on any atom, the calculation gives 0.015 hartree/bohr. Its expectation value of S² is 2.0307. The multiplicity is 3.


| no. | DFT total energy (a.u.) |
| --- | --- |
| 1 | -107277.40388 |
| 2 | -2695.13408 |
| 3 | -3150.47102 |